Entry 1:
DFT (ωB97M-V/def2-TZVPD) results for a molecular structure, C54H63N5S4Si4Ti.

Element x y z (Å)
1 Ti 1.0838 0.9782 -0.2378
2 S 3.9118 3.9838 -2.3632
3 C 4.7154 2.4724 -2.3552
4 C 3.9628 1.4942 -1.7732
5 C 2.6865 1.9448 -1.3132
6 C 2.5392 3.2786 -1.5998
7 C 1.3251 4.0009 -1.2619
8 C 1.1262 5.3617 -1.4856
9 C -0.0560 5.9406 -1.0629
10 C -1.0146 5.1546 -0.4394
11 C -0.7473 3.8054 -0.2772
12 N 0.3887 3.2395 -0.6710
13 H 5.7041 2.3948 -2.7807
14 H 4.3103 0.4762 -1.6669
15 H 1.9001 5.9452 -1.9652
16 H -0.2248 7.0002 -1.2075
17 H -1.9449 5.5720 -0.0810
18 H -1.4668 3.1412 0.1861
19 N -0.8837 0.7221 -0.3769
20 S -2.1554 0.3456 -1.0065
21 N -2.5896 -1.1249 -1.4404
22 S -2.5443 -2.2552 -0.2514
23 N -0.0594 -2.7300 -0.6234
24 S 1.1857 -2.0836 -1.0282
25 N 1.6577 -0.6662 -0.5259
26 C 2.6319 -3.1151 -0.7122
27 C 3.9028 -2.7528 -1.1334
28 C 4.9736 -3.5850 -0.8522
29 C 4.7688 -4.7662 -0.1482
30 C 3.4942 -5.1194 0.2690
31 C 2.4149 -4.2932 -0.0204
32 C 1.3251 -1.9437 -2.8297
33 C 0.8974 -3.0496 -3.5584
34 C 0.8784 -2.9906 -4.9415
35 C 1.2886 -1.8332 -5.5964
36 C 1.7244 -0.7385 -4.8662
37 C 1.7440 -0.7922 -3.4757
38 C -4.2686 -2.2661 0.2606
39 C -5.3111 -2.4461 -0.6385
40 C -6.6131 -2.3923 -0.1782
41 C -6.8691 -2.1569 1.1710
42 C -5.8231 -1.9760 2.0594
43 C -4.5101 -2.0318 1.6035
44 C -2.5820 -3.7537 -1.2123
45 C -2.8495 -4.9340 -0.5394
46 C -2.8719 -6.1203 -1.2550
47 C -2.6320 -6.1138 -2.6224
48 C -2.3654 -4.9194 -3.2759
49 C -2.3305 -3.7259 -2.5703
50 C -2.3610 1.1378 -2.5808
51 C -1.7160 0.5436 -3.6609
52 C -1.6716 1.2212 -4.8658
53 C -2.2643 2.4744 -4.9853
54 C -2.9009 3.0536 -3.8996
55 C -2.9460 2.3878 -2.6802
56 C -3.5024 0.9256 0.0125
57 C -3.1777 1.2971 1.3050
58 C -4.1918 1.6720 2.1802
59 C -5.5063 1.6718 1.7458
60 C -5.8199 1.2885 0.4446
61 C -4.8206 0.9010 -0.4291
62 H 4.0472 -1.8240 -1.6730
63 H 5.9707 -3.3114 -1.1731
64 H 5.6088 -5.4115 0.0764
65 H 3.3403 -6.0407 0.8165
66 H 1.3995 -4.5284 0.2767
67 H 0.5627 -3.9318 -3.0258
68 H 0.5496 -3.8480 -5.5162
69 H 1.2788 -1.7916 -6.6786
70 H 2.0584 0.1573 -5.3755
71 H 2.0960 0.0483 -2.8899
72 H -5.0962 -2.6175 -1.6861
73 H -7.4351 -2.5346 -0.8681
74 H -7.8907 -2.1179 1.5264
75 H -6.0239 -1.7868 3.1058
76 H -3.6766 -1.8833 2.2807
77 H -3.0395 -4.9318 0.5270
78 H -3.0754 -7.0505 -0.7412
79 H -2.6501 -7.0426 -3.1774
80 H -2.1689 -4.9129 -4.3407
81 H -2.0947 -2.7886 -3.0509
82 H -1.2463 -0.4244 -3.5479
83 H -1.1661 0.7711 -5.7101
84 H -2.2286 3.0010 -5.9301
85 H -3.3583 4.0298 -3.9939
86 H -3.4298 2.8414 -1.8244
87 H -2.1419 1.2670 1.6160
88 H -3.9483 1.9663 3.1927
89 H -6.2968 1.9693 2.4230
90 H -6.8517 1.2798 0.1178
91 H -5.0516 0.5749 -1.4354
92 C 1.7530 3.3882 5.0405
93 Si 1.1688 3.2792 3.2505
94 C -0.7132 3.5101 3.3017
95 C 1.8812 4.7794 2.3607
96 Si 1.8125 1.2721 2.1950
97 Si 4.1674 1.1988 2.2635
98 C 4.7619 0.9069 4.0339
99 C 4.9731 2.7931 1.6680
100 C 4.7842 -0.2297 1.1953
101 Si 1.0776 -0.6159 3.3580
102 C 1.0423 -0.3411 5.2249
103 C -0.6510 -1.1173 2.8096
104 C 2.2274 -2.0517 2.9744
105 H 1.4681 4.3522 5.4714
106 H 2.8379 3.2998 5.1142
107 H 1.3137 2.5990 5.6542
108 H -0.9781 4.5705 3.2818
109 H -1.1324 3.0779 4.2140
110 H -1.1984 3.0359 2.4481
111 H 1.4589 5.6998 2.7738
112 H 1.6607 4.7594 1.2952
113 H 2.9656 4.8284 2.4676
114 H 4.4508 1.7155 4.6969
115 H 5.8528 0.8434 4.0739
116 H 4.3593 -0.0258 4.4356
117 H 4.8486 3.5995 2.3938
118 H 4.5525 3.1250 0.7151
119 H 6.0455 2.6328 1.5277
120 H 5.2015 -1.0346 1.8042
121 H 5.5616 0.1101 0.5064
122 H 3.9666 -0.6456 0.6006
123 H 0.2808 0.3908 5.5063
124 H 2.0042 0.0228 5.5925
125 H 0.8142 -1.2772 5.7420
126 H -1.3936 -0.3752 3.1205
127 H -0.9292 -2.0836 3.2413
128 H -0.6779 -1.2118 1.7210
129 H 3.2374 -1.8615 3.3459
130 H 2.2946 -2.2310 1.8987
131 H 1.8576 -2.9670 3.4457

***

Entry 2:
DFT (ωB97M-V/def2-TZVPD) results for 12 unconnected molecules or ions with the total composition C54H63N9O9.

The relative energy (zero: lowest compared OMol25 entry of this formula, charge and spin) is 0.0 kcal/mol. Its SMILES is COC(=O)OC.COC(=O)OC.COC(=O)OC.c1ccncc1.c1ccncc1.c1ccncc1.c1ccncc1.c1ccncc1.c1ccncc1.c1ccncc1.c1ccncc1.c1ccncc1.

Element x y z (Å)
1 C 23.3287 -16.3241 6.6635
2 O 22.5973 -15.0787 6.7993
3 C 23.0148 -14.2635 7.8008
4 O 23.7985 -14.5994 8.7049
5 O 22.3549 -13.1419 7.6645
6 C 22.5188 -12.1574 8.6939
7 H 23.9590 -16.5365 7.5308
8 H 23.9610 -16.2359 5.8193
9 H 22.6472 -17.1545 6.5628
10 H 23.4637 -12.3321 9.1746
11 H 21.6735 -12.2687 9.4345
12 H 22.6138 -11.1186 8.2732
13 C 24.4081 -24.2338 7.1636
14 O 23.8780 -23.5604 6.0598
15 C 22.5613 -23.3812 5.9829
16 O 21.7166 -23.8613 6.7495
17 O 22.3205 -22.6973 4.8736
18 C 20.9635 -22.7076 4.3951
19 H 24.7934 -23.4809 7.8701
20 H 25.2601 -24.7866 6.7992
21 H 23.6248 -24.8305 7.6505
22 H 20.9276 -22.2117 3.4566
23 H 20.3775 -22.1686 5.1879
24 H 20.6189 -23.7509 4.3226
25 C 16.4594 -17.1404 3.3771
26 O 16.3358 -16.1039 2.4321
27 C 17.4367 -15.9244 1.6607
28 O 18.4356 -16.5698 1.8229
29 O 17.3293 -15.0767 0.6789
30 C 16.1636 -14.2152 0.4846
31 H 17.0111 -16.7819 4.2064
32 H 17.0332 -17.9724 3.0321
33 H 15.4873 -17.4474 3.7099
34 H 15.2906 -14.7995 0.3110
35 H 16.3833 -13.6055 -0.4217
36 H 16.0769 -13.5393 1.3641
37 N 21.4290 -19.5246 8.3966
38 C 22.4367 -19.2635 9.2129
39 C 23.7822 -19.5139 8.9304
40 C 24.1153 -20.1407 7.7503
41 C 23.1193 -20.2773 6.8102
42 C 21.7992 -19.9946 7.1753
43 H 22.2087 -18.9226 10.2280
44 H 24.5526 -19.2038 9.5536
45 H 25.1033 -20.5398 7.5248
46 H 23.3032 -20.7090 5.8140
47 H 20.9779 -20.2112 6.4959
48 N 23.0711 -20.1502 1.2605
49 C 22.9208 -18.8403 1.3795
50 C 23.4050 -18.1092 2.4452
51 C 23.9536 -18.7900 3.5096
52 C 24.1498 -20.1116 3.4091
53 C 23.6207 -20.7812 2.2737
54 H 22.4391 -18.3312 0.5546
55 H 23.2843 -17.0036 2.3495
56 H 24.1726 -18.2508 4.4217
57 H 24.5892 -20.7510 4.2043
58 H 23.5731 -21.8755 2.1574
59 N 18.4539 -22.5871 1.7691
60 C 19.3318 -21.8837 1.0798
61 C 18.9534 -21.0813 0.0670
62 C 17.6432 -21.0667 -0.3872
63 C 16.7493 -21.8171 0.2966
64 C 17.1697 -22.5530 1.3634
65 H 20.4132 -21.9285 1.3209
66 H 19.6602 -20.4305 -0.4077
67 H 17.2876 -20.5139 -1.2657
68 H 15.6998 -21.8646 0.0389
69 H 16.5160 -23.1101 1.9916
70 N 15.3689 -17.5102 8.1404
71 C 15.4857 -16.3530 7.5337
72 C 14.7028 -15.2710 7.9358
73 C 13.8356 -15.4068 8.9755
74 C 13.7157 -16.6004 9.6276
75 C 14.5201 -17.6448 9.1711
76 H 16.3254 -16.2306 6.7911
77 H 14.7127 -14.2981 7.4331
78 H 13.2010 -14.5436 9.2202
79 H 12.9909 -16.7680 10.3769
80 H 14.4843 -18.6243 9.7172
81 N 17.6106 -11.9739 6.2376
82 C 16.7626 -12.7404 5.6058
83 C 17.1563 -13.8340 4.8437
84 C 18.5015 -14.1290 4.7263
85 C 19.3524 -13.3275 5.4149
86 C 18.9134 -12.2346 6.1115
87 H 15.6682 -12.4904 5.7288
88 H 16.3861 -14.4092 4.3763
89 H 18.8724 -15.0818 4.3056
90 H 20.4406 -13.5477 5.3896
91 H 19.5760 -11.6558 6.7253
92 N 11.1669 -19.3285 7.4789
93 C 11.6230 -19.9374 8.5474
94 C 12.8705 -20.5042 8.5912
95 C 13.7249 -20.2766 7.5694
96 C 13.3181 -19.5919 6.4088
97 C 11.9872 -19.1820 6.4127
98 H 10.9461 -19.9214 9.3812
99 H 13.1715 -21.1041 9.4465
100 H 14.7508 -20.6933 7.5610
101 H 14.0135 -19.3845 5.6157
102 H 11.5785 -18.7166 5.4781
103 N 20.1029 -17.9302 4.8960
104 C 19.7710 -19.0319 4.2048
105 C 18.6688 -19.8439 4.5594
106 C 17.8655 -19.4426 5.5991
107 C 18.2286 -18.3066 6.3173
108 C 19.3262 -17.5536 5.9344
109 H 20.4099 -19.2851 3.3682
110 H 18.3861 -20.5935 3.8067
111 H 16.9917 -20.0029 5.8970
112 H 17.6507 -17.9270 7.1401
113 H 19.5272 -16.6432 6.4446
114 N 16.5281 -21.7306 7.9929
115 C 17.0079 -22.8335 7.4456
116 C 18.3715 -23.1191 7.3719
117 C 19.2196 -22.2627 8.0554
118 C 18.7102 -21.1856 8.7375
119 C 17.3982 -20.9251 8.6145
120 H 16.2817 -23.4644 6.9319
121 H 18.6597 -24.0170 6.8635
122 H 20.2692 -22.5842 8.0587
123 H 19.3374 -20.5525 9.3378
124 H 16.9825 -20.0364 9.0640
125 N 18.9109 -15.3113 8.5237
126 C 19.9416 -15.7766 9.2582
127 C 20.0643 -15.5088 10.5809
128 C 19.1954 -14.6299 11.1943
129 C 18.1186 -14.1707 10.4438
130 C 18.0203 -14.5274 9.1267
131 H 20.6434 -16.4220 8.7303
132 H 20.8093 -15.9405 11.2875
133 H 19.2982 -14.2318 12.2073
134 H 17.4140 -13.4424 10.8259
135 H 17.1418 -14.1974 8.5782

***

Entry 3:
DFT (ωB97M-V/def2-TZVPD) results for a molecular structure, C54H64As3N3O2S2ScTe.

The relative energy (zero: lowest compared OMol25 entry of this formula, charge and spin) is 19.7 kcal/mol. The charge is +1.

Element x y z (Å)
1 Sc 0.5551 0.3626 -0.9006
2 C 2.8021 3.0654 -2.5532
3 As 0.8991 2.9220 -2.1289
4 C 0.2343 3.0812 -3.9547
5 C 0.4399 4.7682 -1.6428
6 C 0.8019 5.3404 -0.2692
7 C 0.2794 6.7858 -0.2593
8 C 0.0936 4.6095 0.8758
9 As 0.5350 2.7629 1.4415
10 C 2.1412 3.1118 2.5198
11 C -0.6781 2.8631 2.9708
12 C 2.3276 5.3355 -0.0923
13 As 3.0355 6.3717 1.4435
14 C 3.4137 8.0516 0.5057
15 C 4.8607 5.6667 1.2938
16 H 3.0086 4.0229 -3.0301
17 H 3.0397 2.2528 -3.2391
18 H 3.4199 2.9609 -1.6633
19 H 0.5074 4.0602 -4.3474
20 H -0.8468 2.9628 -3.9764
21 H 0.6874 2.3066 -4.5667
22 H -0.6422 4.8337 -1.7965
23 H 0.9106 5.3804 -2.4163
24 H -0.8017 6.8060 -0.4087
25 H 0.7438 7.3718 -1.0557
26 H 0.4930 7.2741 0.6938
27 H -0.9814 4.5791 0.6695
28 H 0.2209 5.1905 1.7927
29 H 2.0261 4.0753 3.0146
30 H 3.0561 3.1229 1.9298
31 H 2.2181 2.3345 3.2820
32 H -0.3881 3.7209 3.5778
33 H -0.6103 1.9482 3.5520
34 H -1.7066 2.9825 2.6357
35 H 2.8066 5.7295 -0.9940
36 H 2.6815 4.3081 0.0308
37 H 2.5238 8.6716 0.4210
38 H 3.8168 7.8576 -0.4891
39 H 4.1571 8.5995 1.0845
40 H 4.9017 4.6205 1.5961
41 H 5.5153 6.2370 1.9517
42 H 5.2225 5.7592 0.2689
43 C -2.2932 -5.8786 2.1848
44 C -1.7520 -4.6793 1.4533
45 C -0.9635 -4.7984 0.3267
46 C -0.4628 -3.6934 -0.3715
47 C 0.4525 -3.9245 -1.5234
48 O 1.2402 -3.0830 -1.9069
49 C 0.4575 -5.2704 -2.2011
50 C -0.6912 -6.0223 -2.4366
51 C -0.6154 -7.2283 -3.1173
52 C 0.6141 -7.7038 -3.5506
53 C 1.7637 -6.9600 -3.3206
54 C 1.6831 -5.7450 -2.6604
55 C -0.7630 -2.3900 0.0851
56 O -0.3034 -1.2981 -0.5241
57 C -1.5425 -2.2701 1.2571
58 C -2.0226 -3.3915 1.9064
59 C -1.7965 -0.8893 1.7615
60 N -0.8933 -0.1694 2.2853
61 C 0.4102 -0.7543 2.5792
62 C 0.4154 -1.6989 3.7755
63 Te -0.1720 -0.7651 5.6199
64 C -2.2139 -1.2813 5.4735
65 C -3.1659 -0.3134 5.1708
66 C -4.5094 -0.6575 5.1029
67 C -4.9051 -1.9689 5.3234
68 C -3.9562 -2.9388 5.6194
69 C -2.6129 -2.5953 5.7034
70 C -3.1460 -0.2964 1.5386
71 C -4.3096 -1.0546 1.6481
72 C -5.5501 -0.4706 1.4492
73 C -5.6447 0.8714 1.1058
74 C -4.4899 1.6282 0.9669
75 C -3.2523 1.0462 1.1894
76 H -1.8813 -6.8048 1.7866
77 H -3.3802 -5.9291 2.0956
78 H -2.0563 -5.8311 3.2488
79 H -0.6764 -5.7901 -0.0011
80 H -1.6532 -5.6662 -2.0882
81 H -1.5154 -7.8000 -3.3028
82 H 0.6758 -8.6536 -4.0652
83 H 2.7233 -7.3253 -3.6619
84 H 2.5671 -5.1427 -2.4962
85 H -2.5882 -3.2638 2.8245
86 H 1.0844 0.0746 2.8123
87 H 0.8256 -1.2834 1.7089
88 H 1.4219 -2.0878 3.9290
89 H -0.2537 -2.5432 3.6255
90 H -2.8579 0.7072 4.9813
91 H -5.2459 0.1000 4.8671
92 H -5.9533 -2.2343 5.2727
93 H -4.2628 -3.9608 5.8040
94 H -1.8779 -3.3482 5.9612
95 H -4.2539 -2.1040 1.9028
96 H -6.4472 -1.0677 1.5532
97 H -6.6142 1.3221 0.9379
98 H -4.5529 2.6679 0.6726
99 H -2.3434 1.6202 1.0614
100 C 4.6508 -0.0275 1.1016
101 C 5.3651 -0.7316 0.1398
102 C 4.7890 -0.9733 -1.0888
103 C 3.5052 -0.5018 -1.3699
104 N 2.8040 0.1407 -0.4097
105 C 3.3730 0.3675 0.7827
106 C 2.8620 -0.6202 -2.6952
107 C 3.5682 -1.1461 -3.7779
108 C 2.9803 -1.2228 -5.0275
109 C 1.6879 -0.7486 -5.1991
110 C 0.9992 -0.2194 -4.1150
111 C 1.5445 -0.1524 -2.8323
112 H 5.0661 0.1945 2.0739
113 H 6.3652 -1.0876 0.3500
114 H 5.3371 -1.5275 -1.8341
115 H 2.7605 0.8842 1.5052
116 H 4.5882 -1.4898 -3.6691
117 H 3.5336 -1.6305 -5.8630
118 H 1.2260 -0.7810 -6.1793
119 H 0.0101 0.1953 -4.2807
120 S -1.9380 0.8106 -2.3830
121 C -2.4861 -0.7309 -2.7594
122 N -2.0551 -1.4454 -3.7834
123 C -2.4863 -2.8302 -3.8790
124 C -3.7882 -2.9185 -3.0844
125 S -3.7201 -1.5574 -1.8725
126 H -1.2614 -1.1113 -4.3120
127 H -1.7164 -3.4761 -3.4613
128 H -2.6362 -3.1016 -4.9229
129 H -3.8771 -3.8623 -2.5512
130 H -4.6649 -2.7774 -3.7131

***

no.,lowest unoccupied orbital energy (eV),E_HOMO (eV),E_tot (eV)
1,0.03,-7.3114,-162435.89257
2,0.58,-9.1735,-88855.24753
3,-2.40,-9.7049,-297779.80679